# 1
Formula: C5H10OS
Source: OMol25
Level of theory: ωB97M-V/def2-TZVPD

The HOMO energy comes out at -8.43 eV. Its SMILES is C=C(C)[C@@H](O)SC. Its HOMO-LUMO gap is 0.3369 Ha. The total charge is 0. The calculation puts the total energy at -18227.0079 eV.

Element x y z (Å)
C1 -0.6784 -1.4637 -0.7861
C2 -0.2150 -0.9175 0.3129
C3 0.5303 -1.5760 1.3676
C4 -0.4209 0.9369 0.5061
O1 -1.1617 1.2559 1.7080
S1 1.0430 1.7494 0.0509
C5 0.6876 1.6938 -1.7580
H1 -1.2029 -0.8254 -1.5723
H2 -0.5262 -2.4870 -0.9276
H3 -0.1637 -1.5730 2.2242
H4 0.5777 -2.7196 1.0426
H5 1.4810 -1.1880 1.8263
H6 -1.1263 1.1389 -0.2567
H7 -0.7177 0.9228 2.5294
H8 1.5449 1.9943 -2.3495
H9 -0.0999 2.3114 -1.9375
H10 0.4484 0.7466 -1.9803

Atom charges from the Löwdin analysis, given in e for atoms 1 to 5: 0.00 -0.31 -0.11 -0.62 -0.09

=====

# 2
Formula: C28H35N3NiOS2
Source: OMol25
Level of theory: ωB97M-V/def2-TZVPD

The HOMO energy comes out at -7.58 eV. Its HOMO-LUMO gap is 0.2950 Ha. The total charge is 0. The calculation puts the total energy at -98835.5732 eV.

Element x y z (Å)
Ni1 -1.0729 0.3622 0.7061
C1 -0.7486 -5.8150 2.0698
C2 -0.8101 -5.1718 0.6920
N1 -1.6641 -3.9856 0.6726
C3 -3.0614 -4.2144 0.3181
C4 -3.3007 -4.0792 -1.1781
C5 -1.1741 -2.7741 0.9969
S1 -2.2594 -1.4393 0.9357
N2 0.1054 -2.7848 1.3968
C6 0.8654 -1.7064 1.4951
O1 0.6270 -0.5384 1.0944
C7 2.2142 -1.9360 2.1140
C8 3.0610 -0.8555 2.3424
C9 4.3085 -1.0498 2.9134
C10 4.7228 -2.3285 3.2589
C11 3.8844 -3.4111 3.0322
C12 2.6363 -3.2164 2.4623
H1 -0.1297 -6.7135 2.0457
H2 -1.7443 -6.0996 2.4145
H3 -0.3234 -5.1141 2.7874
H4 -1.2260 -5.8686 -0.0388
H5 0.1857 -4.8947 0.3552
H6 -3.6926 -3.5180 0.8642
H7 -3.3121 -5.2185 0.6668
H8 -2.9994 -3.0853 -1.5096
H9 -4.3585 -4.2118 -1.4099
H10 -2.7329 -4.8237 -1.7393
H11 2.7249 0.1366 2.0730
H12 4.9584 -0.2026 3.0925
H13 5.6974 -2.4810 3.7052
H14 4.2049 -4.4098 3.3001
H15 1.9725 -4.0491 2.2784
N3 0.0161 1.9501 0.4746
S2 0.0125 2.7789 -0.8715
C13 1.3265 2.1695 -1.9413
C14 1.7344 2.9110 -3.0434
C15 2.7020 2.3909 -3.8854
C16 3.2514 1.1394 -3.6270
C17 2.8288 0.4079 -2.5289
C18 1.8554 0.9176 -1.6776
C19 0.6768 4.4046 -0.5193
C20 2.0027 4.5925 -0.1497
C21 2.4372 5.8619 0.1875
C22 1.5509 6.9336 0.1489
C23 0.2302 6.7381 -0.2218
C24 -0.2138 5.4652 -0.5553
H16 0.9425 1.8693 0.8881
H17 1.3096 3.8889 -3.2366
H18 3.0303 2.9622 -4.7437
H19 4.0092 0.7374 -4.2866
H20 3.2524 -0.5672 -2.3267
H21 1.5083 0.3487 -0.8226
H22 2.6890 3.7539 -0.1371
H23 3.4673 6.0206 0.4779
H24 1.8958 7.9254 0.4106
H25 -0.4574 7.5728 -0.2490
H26 -1.2464 5.2931 -0.8338
C25 -3.0688 0.7248 -2.0084
C26 -3.7253 0.8865 -0.6401
C27 -4.8901 1.8738 -0.7277
C28 -2.7053 1.3486 0.4020
H27 -3.7893 0.4113 -2.7685
H28 -2.2630 -0.0116 -1.9703
H29 -2.6359 1.6776 -2.3333
H30 -4.1390 -0.0834 -0.3487
H31 -4.5296 2.8629 -1.0274
H32 -5.3883 1.9825 0.2377
H33 -5.6352 1.5538 -1.4612
H34 -3.1903 1.4351 1.3836
H35 -2.4103 2.3696 0.1241

Atom charges from the Löwdin analysis, given in e for atoms 1 to 5: 0.13 -0.08 -0.22 -0.14 -0.26

=====

# 3
Formula: CH12O5
Source: OMol25
Level of theory: ωB97M-V/def2-TZVPD

The HOMO energy comes out at -9.79 eV. Its SMILES is CO.O.O.O.O. Its HOMO-LUMO gap is 0.3728 Ha. The total charge is 0. The calculation puts the total energy at -11467.9526 eV.

Element x y z (Å)
C1 -0.0463 0.8085 -0.7242
O1 -0.8913 1.5036 0.1710
H1 0.7897 1.5539 -0.8996
H2 0.3306 -0.1396 -0.3851
H3 -0.6656 0.8863 -1.6151
H4 -0.4670 1.6808 1.0149
O2 -2.8081 0.8845 1.6102
H5 -2.4473 1.7360 1.3824
H6 -2.4704 0.2297 0.9954
O3 2.5239 -0.6155 -1.0202
H7 3.0313 0.1781 -0.8193
H8 2.6695 -0.7202 -1.9683
O4 -0.2344 -1.8663 -1.7270
H9 -0.6036 -2.7408 -1.5460
H10 0.4269 -1.8009 -1.0223
O5 0.4330 -0.2599 1.9810
H11 -0.3438 -0.1633 2.5420
H12 0.7728 -1.1549 2.0300

Atom charges from the Löwdin analysis, given in e for atoms 1 to 5: -0.16 -0.18 0.10 0.01 0.09

=====

# 4
Formula: C21H33N3O13S3
Source: OMol25
Level of theory: ωB97M-V/def2-TZVPD

The HOMO energy comes out at -8.34 eV. Its HOMO-LUMO gap is 0.2990 Ha. The total charge is 0. The calculation puts the total energy at -85900.5427 eV.

Element x y z (Å)
C1 1.5923 -3.3503 -0.2110
C2 2.6882 -2.7279 -1.1708
O1 3.6501 -2.0656 -0.3546
C3 3.6851 -0.6624 -0.5824
C4 2.3526 0.0723 -0.2142
O2 2.5518 0.9020 0.9214
C5 1.3174 1.2742 1.5283
C6 0.9129 2.7486 1.1901
O3 0.1520 2.8518 -0.0010
C7 -1.2036 2.4096 0.1913
C8 -1.5048 1.4375 -0.9639
C9 -2.1006 0.1963 -0.8289
C10 -2.5564 -0.2687 0.5800
C11 -3.9491 0.4350 0.8439
O4 -5.0361 -0.5071 0.7802
C12 -6.2191 0.0509 1.1533
C13 -7.4383 -0.9034 1.0872
O5 -6.3810 1.2029 1.4869
C14 -2.3560 -0.7070 -1.9660
C15 -1.9936 -0.3379 -3.2453
N1 -2.1805 -1.1911 -4.3998
C16 -1.3758 0.9635 -3.4949
N2 -0.9925 1.4904 -4.6446
S1 -0.4090 2.9966 -4.3322
N3 -0.5894 2.9930 -2.7140
C17 -1.1342 1.8486 -2.3197
H1 1.8568 -4.4076 -0.0267
H2 1.6832 -2.8177 0.7606
H3 0.5595 -3.1893 -0.5734
H4 2.1995 -2.0466 -1.9030
H5 3.1074 -3.5715 -1.7556
H6 4.4427 -0.2540 0.1241
H7 4.0559 -0.3959 -1.5988
H8 2.0806 0.6840 -1.1124
H9 1.5098 -0.6264 -0.0336
H10 0.4820 0.5737 1.3149
H11 1.4859 1.2266 2.6317
H12 0.4396 3.2242 2.0821
H13 1.8625 3.2903 1.0433
H14 -1.8590 3.3032 0.1335
H15 -1.2574 1.9262 1.1854
H16 -1.8522 0.0392 1.3702
H17 -2.7473 -1.3603 0.6064
H18 -4.1272 1.1803 0.0360
H19 -3.9296 1.0248 1.7826
H20 -7.0538 -1.9481 1.1214
H21 -8.0903 -0.7677 1.9651
H22 -7.9850 -0.8054 0.1304
H23 -2.8319 -1.6900 -1.8479
H24 -3.1442 -1.0537 -4.7169
H25 -2.1325 -2.1716 -4.1263
C18 5.7721 3.5848 -2.3125
C19 4.5562 3.6659 -3.2134
O6 3.4796 3.1568 -2.4231
S2 3.7345 3.5241 -0.8726
O7 2.9993 4.6965 -0.5600
O8 3.6301 2.3254 -0.1032
O9 5.2949 3.9329 -1.0116
H26 6.1670 2.5665 -2.2702
H27 6.5621 4.2661 -2.6225
H28 4.6722 3.0819 -4.1238
H29 4.3248 4.7020 -3.4736
C20 0.7358 -4.3648 4.3195
C21 -0.3609 -3.9115 5.2608
O10 -0.8272 -2.6774 4.7075
S3 -0.6974 -2.7319 3.1035
O11 -1.9592 -3.0910 2.5622
O12 0.0213 -1.5869 2.6742
O13 0.2703 -4.0142 3.0131
H30 1.6674 -3.8255 4.5059
H31 0.9194 -5.4352 4.3834
H32 -0.0039 -3.7658 6.2776
H33 -1.1956 -4.6170 5.2668

Atom charges from the Löwdin analysis, given in e for atoms 1 to 5: -0.07 -0.26 -0.16 -0.17 -0.18

=====

# 5
Formula: C2H5N3S2
Source: OMol25
Level of theory: ωB97M-V/def2-TZVPD

The HOMO energy comes out at -8.14 eV. Its SMILES is [H]/N=C(\N)S/C=N\S. Its HOMO-LUMO gap is 0.3120 Ha. The total charge is 0. The calculation puts the total energy at -28292.3885 eV.

Element x y z (Å)
H1 1.7293 1.8638 -0.1944
N1 0.9528 1.1443 0.2325
C1 1.1767 -0.0821 0.0661
N2 2.3922 -0.7825 0.0114
S1 -0.4433 -1.0251 -0.0898
C2 -1.3630 0.5062 -0.3032
N3 -2.6190 0.6363 -0.1457
S2 -3.8853 -0.3622 0.0601
H2 2.3858 -1.5696 -0.5436
H3 3.3622 -0.1382 0.2774
H4 -0.4723 1.3122 -0.2271
H5 -3.2161 -1.5030 0.8563

Atom charges from the Löwdin analysis, given in e for atoms 1 to 5: 0.16 -0.04 -0.75 0.05 0.84

=====

# 6
Formula: C9H10O4S2
Source: OMol25
Level of theory: ωB97M-V/def2-TZVPD

The HOMO energy comes out at -8.88 eV. Its HOMO-LUMO gap is 0.3199 Ha. The total charge is 0. The calculation puts the total energy at -39349.9158 eV.

Element x y z (Å)
C1 0.5989 2.1862 0.0303
C2 0.5715 1.5250 1.3088
C3 1.8143 0.7482 1.5799
C4 -0.5998 2.5186 -0.5646
C5 -0.2703 1.7482 2.2550
C6 -0.7141 -0.6867 -2.0242
C7 -1.0141 -2.1404 -1.9491
C8 0.5802 -1.3870 1.5125
C9 0.0041 -1.3493 0.3569
O1 2.8687 1.3130 1.6056
O2 1.8205 -1.1914 -1.5264
O3 -1.0644 -3.8427 0.2045
O4 1.5974 -0.5291 1.9598
S1 0.7179 -0.3562 -0.9921
S2 -1.3570 -2.4544 -0.1641
H1 1.5688 2.3619 -0.3686
H2 -0.6091 2.7153 -1.6316
H3 -1.5691 2.5732 0.0282
H4 -1.2524 2.3547 2.1113
H5 -0.2733 1.4072 3.2974
H6 -0.3559 -0.3527 -3.0823
H7 -1.3983 -0.0416 -1.6563
H8 -1.8086 -2.3689 -2.5910
H9 -0.0983 -2.6678 -2.0461
H10 0.2426 -2.0834 2.3462

Atom charges from the Löwdin analysis, given in e for atoms 1 to 5: -0.18 -0.33 -0.47 0.00 0.09

=====

# 7
Formula: H39O20
Source: OMol25
Level of theory: ωB97M-V/def2-TZVPD

The HOMO energy comes out at -7.73 eV. Its HOMO-LUMO gap is 0.3682 Ha. The total charge is -1. The calculation puts the total energy at -41588.8026 eV.

Element x y z (Å)
O1 -1.1760 -1.6692 1.0811
H1 -2.0453 -1.4621 1.4526
O2 -2.2076 -2.5188 -1.1479
H2 -1.3890 -2.2354 0.3030
H3 -2.2837 -3.3992 -1.5375
O3 -4.4335 -1.0341 -1.2421
H4 -4.1875 -0.6088 -0.4057
H5 -3.6677 -1.6707 -1.3399
O4 -1.2185 1.7367 2.8736
H6 -0.6907 2.3088 2.2860
H7 -1.1762 0.8572 2.4488
O5 2.0488 1.4720 -0.4652
H8 2.8709 1.6993 -0.0161
H9 1.6671 0.7461 0.0659
O6 5.0082 3.8744 0.5952
H10 4.0738 3.6909 0.4783
H11 5.2589 3.3284 1.3437
O7 2.8612 3.0471 2.2772
H12 2.7254 2.5523 3.1055
H13 1.9856 2.9620 1.8232
O8 -1.1110 -0.7300 -2.5577
H14 -1.3029 -1.0359 -3.4605
H15 -1.5807 -1.4304 -1.9281
O9 -0.4051 2.2081 -1.3950
H16 -0.7775 1.4110 -1.8252
H17 0.5469 2.0032 -1.3682
O10 -3.5368 0.9996 -2.8052
H18 -4.1596 0.3491 -2.4304
H19 -2.6972 0.5774 -3.0202
O11 2.4887 -2.9460 0.2248
H20 1.7689 -3.1847 -0.3954
H21 2.5106 -3.6754 0.8512
O12 0.2733 -3.7202 -0.8669
H22 0.1717 -4.4028 -1.5478
H23 -0.6604 -3.3504 -0.9217
O13 1.8017 1.4912 4.0318
H24 0.8652 1.5242 3.7767
H25 2.0705 0.5864 3.7918
O14 -3.0747 0.4254 1.1969
H26 -2.8408 1.1899 0.6295
H27 -3.4567 0.9432 1.9234
O15 -3.0839 2.5192 -0.5661
H28 -2.1310 2.4600 -0.7212
H29 -3.3825 2.0490 -1.3827
O16 1.5292 -0.6493 -2.8790
H30 1.8107 -0.1313 -2.1232
H31 0.5660 -0.8536 -2.8331
O17 -0.0393 -3.7512 -3.7095
H32 0.7608 -4.2850 -3.7689
H33 0.2502 -2.9964 -3.1833
O18 0.3801 3.0846 1.1817
H34 0.2163 2.5158 0.3989
H35 -0.1573 3.8840 1.1840
O19 2.7577 -1.2751 3.4632
H36 3.7032 -1.1086 3.3773
H37 2.3455 -1.1808 2.5824
O20 1.3363 -0.6406 1.1179
H38 0.4363 -1.0458 1.0682
H39 1.7831 -1.5050 0.9099

Atom charges from the Löwdin analysis, given in e for atoms 1 to 5: -0.08 0.04 -0.35 -0.01 0.01

=====

# 8
Formula: C20H10AuN4O4S3
Source: OMol25
Level of theory: ωB97M-V/def2-TZVPD

The HOMO energy comes out at -5.97 eV. Its HOMO-LUMO gap is 0.2771 Ha. The total charge is -1. The calculation puts the total energy at -71250.7679 eV.

Element x y z (Å)
Au1 0.0177 -0.9136 1.0574
S1 2.3427 -0.7140 1.3729
C1 1.9365 0.6182 2.4083
S2 0.2085 0.6741 2.6376
C2 2.8154 1.5100 2.9626
C3 2.3514 2.5719 3.7896
N1 1.9696 3.4246 4.4641
C4 4.2140 1.3940 2.7190
N2 5.3447 1.2983 2.5204
S3 -4.2903 0.3004 0.2256
C5 -4.2721 -1.2082 1.0206
C6 -3.0039 -1.6137 1.3025
C7 -2.0088 -0.6900 0.8737
C8 -2.5636 0.4071 0.2664
C9 -1.8586 1.5311 -0.3542
C10 -2.5180 2.6911 -0.7703
C11 -1.7829 3.7068 -1.3495
C12 -0.4117 3.5593 -1.4921
C13 0.1577 2.3746 -1.0539
N3 -0.5442 1.3846 -0.5169
H1 -5.1947 -1.7242 1.2351
H2 -2.7770 -2.5527 1.7893
H3 -3.5871 2.7941 -0.6357
H4 -2.2757 4.6120 -1.6813
H5 0.1997 4.3360 -1.9302
H6 1.2266 2.2001 -1.1386
O1 -1.4952 -4.1547 -0.8100
C14 -0.9664 -3.0575 -0.8115
O2 0.0116 -2.7170 -0.0242
C15 -1.4088 -2.0415 -1.8448
C16 -0.5186 -1.1168 -2.3719
C17 -0.9415 -0.1941 -3.3148
C18 -2.2712 -0.2098 -3.6963
C19 -3.1789 -1.1344 -3.2016
C20 -2.7292 -2.0640 -2.2830
N4 -2.7410 0.7968 -4.6599
O3 -1.9519 1.6446 -5.0328
O4 -3.8952 0.7296 -5.0414
H7 0.5121 -1.1094 -2.0398
H8 -0.2701 0.5438 -3.7265
H9 -4.2047 -1.1114 -3.5353
H10 -3.3948 -2.8116 -1.8740

Atom charges from the Löwdin analysis, given in e for atoms 1 to 5: 0.79 0.56 -1.10 0.62 -0.38

=====

# 9
Formula: CH2Cl3ISi
Source: OMol25
Level of theory: ωB97M-V/def2-TZVPD

The HOMO energy comes out at -9.74 eV. Its SMILES is Cl[Si](Cl)(Cl)CI. Its HOMO-LUMO gap is 0.3586 Ha. The total charge is 0. The calculation puts the total energy at -54618.9076 eV.

Element x y z (Å)
Cl1 0.7739 1.8266 1.5560
Si1 0.7053 0.5840 -0.0030
Cl2 0.6695 1.6247 -1.6476
Cl3 2.3777 -0.5461 0.0077
C1 -0.6318 -0.7485 0.0844
I1 -2.6876 0.0737 0.0453
H1 -0.5526 -1.5208 -0.9504
H2 -0.6544 -1.2936 0.9077

Atom charges from the Löwdin analysis, given in e for atoms 1 to 5: 0.35 -0.96 0.40 0.33 -0.78

=====

# 10
Formula: C3H7N3S
Source: OMol25
Level of theory: ωB97M-V/def2-TZVPD

The HOMO energy comes out at -8.57 eV. Its SMILES is [H]/N=C/NC/C=N\S. Its HOMO-LUMO gap is 0.3388 Ha. The total charge is 0. The calculation puts the total energy at -18528.5839 eV.

Element x y z (Å)
H1 -2.1049 0.9777 1.9691
N1 -1.4026 0.8659 1.2256
C1 -0.8848 -0.3020 1.4088
N2 0.1244 -0.8363 0.6903
C2 1.1084 -0.0205 -0.0148
C3 1.1276 -0.1489 -1.5437
N3 0.2121 0.0435 -2.4021
S1 -1.2114 0.9250 -2.1654
H2 -1.2490 -1.0056 2.1434
H3 0.3880 -1.8019 0.8535
H4 2.0685 -0.3386 0.3293
H5 0.9612 0.9604 0.2744
H6 2.0956 -0.5441 -1.9545
H7 -1.2329 1.2254 -0.8139

Atom charges from the Löwdin analysis, given in e for atoms 1 to 5: 0.05 0.04 -0.33 0.00 -0.18

=====

# 11
Formula: C6H15O3P
Source: OMol25
Level of theory: ωB97M-V/def2-TZVPD

The HOMO energy comes out at -8.13 eV. Its SMILES is CCP(O)CO.CCC=O. Its HOMO-LUMO gap is 0.3250 Ha. The total charge is 0. The calculation puts the total energy at -21894.5773 eV.

Element x y z (Å)
C1 -2.9736 -1.0417 -1.4869
C2 -2.3161 0.1430 -0.8207
P1 -2.6266 0.1291 1.0823
O1 -1.7875 -1.1151 1.5603
C3 -1.3338 1.3790 1.6480
O2 -0.1104 1.2723 0.9829
H1 -2.4776 -1.0402 -2.4323
H2 -2.7933 -1.9922 -1.0384
H3 -3.9429 -0.8715 -1.5994
H4 -2.9789 1.0575 -1.1504
H5 -1.2393 0.2020 -1.1446
H6 -2.2864 -1.9465 1.5856
H7 -1.6447 2.3777 1.1359
H8 -1.1774 1.4027 2.6989
H9 0.2816 0.3460 1.1444
C4 3.6260 0.2117 -1.1562
C5 2.5675 0.3192 -0.0937
C6 2.4708 -0.7871 0.8539
O3 1.3887 -1.1709 1.3038
H10 4.6344 0.3014 -0.6154
H11 3.6355 -0.7485 -1.7390
H12 3.4687 1.0963 -1.8419
H13 2.7580 1.3345 0.5922
H14 1.5119 0.5094 -0.5872
H15 3.3452 -1.3682 1.1177

Atom charges from the Löwdin analysis, given in e for atoms 1 to 5: -0.19 -0.39 0.85 -0.34 -0.42

=====

# 12
Formula: C6H11N
Source: OMol25
Level of theory: ωB97M-V/def2-TZVPD

The HOMO energy (spin up / spin down) comes out at 0.11 / -2.09 eV. Its HOMO-LUMO gap (spin up / spin down) is 0.1455 / 0.2241 Ha. The total charge is -1. Its multiplicity is 2. The calculation puts the total energy at -7888.4217 eV. Its expectation value of S² is 0.764.

Element x y z (Å)
C1 1.9898 0.3934 -2.1712
C2 1.3927 -0.3790 -0.9949
N1 -0.0243 -0.8506 1.5460
C3 -0.6626 -0.1517 0.5123
C4 -0.0077 0.0632 -0.6924
C5 -2.6391 0.1892 2.0305
C6 -1.9114 0.4349 0.8463
H1 3.0768 0.2703 -2.2206
H2 1.5595 0.0404 -3.1138
H3 1.7539 1.4563 -2.1097
H4 2.0384 -0.3333 -0.1069
H5 1.4338 -1.4427 -1.2677
H6 0.9812 -0.8512 1.5054
H7 -0.4053 -0.6477 2.4600
H8 -0.6078 0.4846 -1.4913
H9 -3.1627 0.9218 2.6370
H10 -2.5605 -0.8044 2.4768
H11 -2.2450 1.2064 0.1541

Atom charges from the Löwdin analysis, given in e for atoms 1 to 5: -0.16 -0.34 0.06 -0.45 -0.16

=====

One value per record, in order, for max |F|: 5.201 0.187 3.426 3.940 6.035 5.376 1.636 1.255 6.895 2.322 4.363 0.796 eV/Å.